{"formula": "C18H61N19O12P2", "method": "the ωB97M-V functional and the def2-TZVPD basis", "elements": ["C", "C", "C", "C", "C", "P", "C", "C", "C", "C", "N", "P", "O", "O", "O", "H", "H", "H", "H", "H", "H", "H", "H", "H", "H", "H", "H", "H", "H", "H", "H", "H", "H", "H", "H", "H", "H", "H", "H", "H", "N", "C", "N", "O", "H", "H", "H", "H", "N", "C", "N", "O", "H", "H", "H", "H", "N", "C", "N", "O", "H", "H", "H", "H", "N", "C", "N", "O", "H", "H", "H", "H", "N", "C", "N", "O", "H", "H", "H", "H", "N", "C", "N", "O", "H", "H", "H", "H", "N", "C", "N", "O", "H", "H", "H", "H", "N", "C", "N", "O", "H", "H", "H", "H", "N", "C", "N", "O", "H", "H", "H", "H"], "positions_angstrom": [[-1.416333, 3.085383, 0.732054], [-0.825572, 1.519992, 0.779847], [0.431167, 1.485460, -0.258273], [0.875271, 0.008722, -0.811277], [-0.313001, -1.113429, -0.872331], [2.501231, -0.557453, 0.024605], [3.178134, 0.487382, 1.523433], [3.537421, -2.089008, -0.542167], [2.900497, -2.878285, -1.833356], [3.491318, 0.511415, -1.249903], [4.863435, 0.925342, -0.755970], [1.531058, -1.839693, 1.478329], [1.165604, -3.313279, 0.932915], [2.751962, -2.155633, 2.733769], [0.196714, -1.096577, 2.354999], [-2.607458, 3.018107, 0.701678], [-1.093766, 3.665184, -0.231764], [-1.116712, 3.706368, 1.687166], [-1.739125, 0.844008, 0.504377], [-0.439486, 1.386907, 1.890024], [0.101175, 2.124015, -1.211459], [1.321642, 2.112820, 0.223541], [1.178631, 0.191770, -1.954369], [-1.007271, -0.814091, -1.796519], [-1.019748, -1.162220, 0.054935], [0.156374, -2.160781, -1.178896], [3.204636, 1.628260, 1.210448], [4.255814, 0.099051, 1.798692], [2.445216, 0.421468, 2.461626], [4.653934, -1.798570, -0.847856], [3.669979, -2.898192, 0.324591], [2.091096, -2.271683, -2.428188], [2.480661, -3.932777, -1.465825], [3.784284, -3.141854, -2.590763], [2.923571, 1.482438, -1.582910], [3.684273, -0.196134, -2.191638], [5.341734, 0.176656, -0.208697], [4.857944, 1.846515, -0.265619], [2.519525, -1.554329, 3.500946], [-0.606063, -1.673780, 2.193358], [5.432481, -6.639304, 1.912848], [4.803034, -5.493290, 1.596341], [3.536262, -5.650424, 1.171807], [5.338043, -4.399637, 1.686971], [5.008710, -7.549239, 1.844813], [6.388029, -6.565558, 2.236943], [3.026597, -4.812705, 0.923250], [3.078648, -6.542626, 1.090476], [-3.223807, -5.276676, 2.228899], [-2.171438, -4.439543, 2.267001], [-1.063666, -4.906778, 1.663540], [-2.218015, -3.344862, 2.805543], [-3.204814, -6.181911, 1.790282], [-4.077782, -4.963353, 2.671736], [-0.248513, -4.307777, 1.669525], [-1.006046, -5.805362, 1.214900], [-6.573604, 4.037370, 0.862466], [-5.550576, 3.419948, 0.244460], [-4.872137, 4.193805, -0.621854], [-5.261497, 2.252250, 0.452874], [-6.827056, 4.998028, 0.704063], [-7.110455, 3.490292, 1.522803], [-4.094359, 3.767709, -1.108490], [-5.095197, 5.157176, -0.806819], [0.291683, 1.571301, 5.883507], [1.523574, 1.684469, 5.354960], [2.488225, 1.980578, 6.244567], [1.747748, 1.530988, 4.164702], [0.087270, 1.694098, 6.860918], [-0.463502, 1.349184, 5.247970], [3.430239, 2.074773, 5.888130], [2.323077, 2.110739, 7.228354], [3.002081, 3.459963, -4.154623], [2.098146, 4.206273, -3.494585], [1.907114, 5.435298, -4.007068], [1.499929, 3.801074, -2.510473], [3.504790, 3.776085, -4.966747], [3.175778, 2.527928, -3.801512], [1.234850, 6.029632, -3.540013], [2.390259, 5.786724, -4.816463], [-7.123994, -3.733377, 1.071084], [-7.534925, -4.877817, 0.495655], [-6.576820, -5.813048, 0.365223], [-8.683936, -5.053275, 0.122140], [-6.182231, -3.570147, 1.385142], [-7.814257, -3.003049, 1.188152], [-6.844160, -6.689608, -0.063127], [-5.625329, -5.686979, 0.666590], [-4.998388, 1.661541, 2.989225], [-4.276361, 1.525856, 4.116165], [-5.002060, 1.251061, 5.215020], [-3.061321, 1.642701, 4.139644], [-5.999427, 1.568972, 2.949908], [-4.490588, 1.868792, 2.139087], [-4.497230, 1.141183, 6.084724], [-6.003100, 1.151220, 5.215499], [6.721013, 5.885416, -6.823141], [6.102544, 4.945677, -6.085503], [6.707079, 4.665200, -4.916955], [5.076143, 4.392374, -6.447279], [7.566799, 6.352221, -6.542187], [6.298619, 6.126268, -7.710340], [6.274054, 3.963226, -4.331264], [7.552589, 5.110120, -4.601978], [-4.290620, -0.668476, -4.692659], [-3.238251, 0.168657, -4.654557], [-2.130479, -0.298578, -5.258018], [-3.284828, 1.263339, -4.116015], [-4.271626, -1.573710, -5.131276], [-5.144595, -0.355152, -4.249822], [-1.315326, 0.300423, -5.252033], [-2.072859, -1.197162, -5.706658]], "atomic_forces_ev_per_a": [[-0.946, -0.231, 0.152], [0.269, 1.975, 0.437], [-0.758, 0.783, -0.483], [-0.864, 0.010, -1.189], [-0.378, 0.163, -1.526], [2.050, 2.663, -1.588], [-0.356, 0.683, 0.880], [1.206, -2.060, 0.010], [0.559, -0.906, -0.296], [1.014, 0.548, -1.265], [-0.305, 0.045, -0.231], [-2.160, -5.842, 3.370], [0.854, 4.286, 1.603], [-2.800, 1.720, -0.834], [1.749, -2.095, -1.801], [2.563, 0.249, 0.209], [-0.425, -1.129, 1.790], [-0.540, -1.281, -1.973], [2.091, 1.008, 0.556], [-1.025, -0.256, -2.422], [0.808, -1.498, 2.027], [-1.842, -1.544, -1.075], [-0.474, -0.559, 2.547], [1.368, -0.499, 2.012], [1.641, -0.079, -1.706], [-1.127, 2.174, 1.053], [0.065, -2.458, 0.621], [-2.308, 0.834, -0.435], [1.709, 0.183, -2.092], [-2.567, -0.186, 0.848], [-0.266, 1.997, -1.764], [1.527, -1.229, 1.253], [0.595, 2.548, -0.868], [-1.941, 0.692, 1.598], [1.055, -1.796, 0.584], [-0.667, 1.666, 1.623], [-0.729, 1.177, -0.488], [-0.051, -1.542, -0.383], [0.423, -0.890, -1.125], [0.963, 0.532, 0.472], [1.219, -1.153, 0.514], [-0.032, 0.797, -0.043], [-1.050, 0.202, -0.552], [0.150, 0.037, -0.056], [0.074, 0.214, 0.019], [-0.404, -0.057, -0.125], [-0.246, -0.142, 0.214], [0.113, 0.196, 0.049], [-1.992, -0.665, 0.141], [1.078, 0.247, -0.249], [0.367, -0.221, -0.036], [-0.175, 0.458, 0.102], [0.097, 0.161, 0.158], [0.361, -0.205, -0.042], [0.402, 0.118, -0.348], [-0.088, 0.186, 0.100], [-1.219, 0.162, 0.914], [0.300, -0.084, -0.321], [0.799, 0.263, -0.798], [-0.085, -0.226, -0.327], [0.071, -0.198, 0.035], [0.199, 0.317, -0.281], [-0.217, 0.151, 0.102], [0.047, -0.202, 0.057], [-1.153, -0.206, 0.016], [-0.390, -0.135, -0.405], [1.501, 0.337, 0.624], [0.179, -0.011, -0.167], [0.066, -0.015, -0.225], [0.023, 0.090, 0.151], [-0.370, -0.028, 0.177], [0.011, -0.033, -0.217], [0.728, -1.001, -0.228], [-0.082, -0.484, 0.365], [-0.550, 1.502, -0.189], [-0.176, -0.047, 0.290], [0.124, 0.010, -0.140], [-0.062, 0.326, -0.119], [0.275, -0.246, -0.203], [-0.041, -0.139, 0.113], [0.015, 1.313, 0.605], [-0.883, 0.034, -0.226], [0.798, -1.406, -0.314], [-0.005, -0.038, -0.020], [-0.131, 0.031, -0.103], [0.316, -0.282, -0.051], [0.113, 0.358, 0.174], [-0.144, 0.060, -0.102], [0.163, 0.157, -0.439], [0.346, 0.093, -0.533], [-0.426, -0.326, 1.763], [0.334, 0.025, 0.212], [0.296, -0.063, -0.066], [-0.429, -0.149, 0.094], [-0.260, 0.016, -0.345], [0.231, 0.007, -0.026], [0.221, 0.888, -1.116], [-0.144, -0.168, 0.071], [0.187, -0.577, 1.142], [-0.487, -0.116, -0.042], [-0.172, -0.116, -0.047], [0.202, -0.077, 0.340], [0.191, 0.245, -0.132], [-0.173, -0.090, -0.064], [-1.417, -0.623, 0.156], [-0.043, 0.835, 0.441], [1.448, -0.142, -0.573], [-0.009, 0.004, -0.023], [0.005, 0.187, 0.103], [0.343, -0.155, -0.159], [-0.300, -0.243, 0.001], [-0.016, 0.180, 0.106]], "e_tot_ha": -3348.62059, "smiles": "CCC[C@H](C)P(C)(CC)(CN)P(=O)(O)O.NC(N)=O.NC(N)=O.NC(N)=O.NC(N)=O.NC(N)=O.NC(N)=O.NC(N)=O.NC(N)=O.NC(N)=O", "homo_energy_ev": -6.994, "spin_multiplicity": 1, "total_charge": 0}


{"formula": "C6H25NO6", "method": "the ωB97M-V functional and the def2-TZVPD basis", "elements": ["C", "C", "C", "C", "C", "N", "C", "H", "H", "H", "H", "H", "H", "H", "H", "H", "H", "H", "H", "H", "O", "H", "H", "O", "H", "H", "O", "H", "H", "O", "H", "H", "O", "H", "H", "O", "H", "H"], "positions_angstrom": [[-0.842185, -1.237073, -1.300893], [-0.539059, -0.692073, -0.180176], [0.853620, -0.161697, -0.034101], [1.954071, -1.103257, 0.413531], [3.202530, -0.856422, -0.356138], [-1.410632, -0.363808, 0.892264], [-1.806466, -1.516978, 1.661485], [-1.683356, -1.611306, -1.759873], [0.061197, -1.230745, -2.056247], [1.205171, 0.218240, -1.053616], [0.907175, 0.833115, 0.589054], [1.609152, -2.137110, 0.313679], [2.151630, -0.957939, 1.519382], [3.567267, 0.095132, -0.125142], [4.025794, -1.534280, -0.271515], [2.945922, -0.780994, -1.501503], [-2.178512, 0.137629, 0.573415], [-2.224460, -2.259180, 1.080724], [-2.503839, -1.065458, 2.460602], [-0.931500, -1.871082, 2.101739], [-2.599338, 0.646414, -1.574580], [-2.687909, 0.548951, -2.503067], [-2.936938, 1.563608, -1.485790], [-0.083318, -4.036092, -1.752588], [-0.570293, -3.568319, -1.084010], [0.452734, -3.243691, -2.216554], [-0.301452, 3.123689, 1.947400], [0.649967, 3.119827, 2.033496], [-0.575520, 2.531636, 1.203688], [0.766906, 0.405270, 4.545210], [0.386783, 1.253258, 4.306309], [0.385442, -0.097485, 3.869346], [1.191929, 1.915419, -2.105647], [0.588662, 2.257105, -1.458036], [1.954536, 2.523157, -2.157258], [-1.966602, 3.151573, -1.696950], [-1.609232, 3.600219, -0.914717], [-1.409879, 2.400748, -1.922924]], "atomic_forces_ev_per_a": [[3.551, -0.630, -3.740], [0.886, 1.893, 2.247], [1.382, 2.684, -0.820], [-0.348, -0.762, 2.121], [-0.581, -0.233, -3.195], [1.424, -0.468, 0.331], [-1.211, 3.346, 2.054], [-2.115, -0.727, -0.141], [-1.789, -0.132, 1.319], [-0.771, -0.809, 1.447], [-0.421, -1.863, -0.742], [0.068, 0.014, -0.114], [-0.143, -0.287, -1.020], [0.718, 1.682, 0.406], [0.256, -0.710, 0.367], [0.491, -0.341, 1.955], [-1.687, 0.715, -0.928], [-1.365, -1.785, -1.098], [0.852, -1.394, -0.989], [1.335, -0.952, 1.153], [-0.881, 1.305, 0.925], [-0.063, -0.712, -1.528], [0.011, -0.516, 0.393], [2.317, 2.166, -2.221], [-0.329, 0.368, 0.547], [-1.885, -2.875, 1.677], [-1.048, -0.343, -0.798], [0.315, -0.261, -0.292], [0.738, 0.437, 1.172], [0.595, 1.290, 1.112], [0.083, 0.578, 0.364], [-0.745, -1.828, -1.583], [0.938, 0.367, -1.064], [-0.089, 0.428, 0.561], [-0.705, -0.294, 0.129], [-0.089, 0.813, 0.227], [-0.011, -0.229, -0.357], [0.315, 0.066, 0.126]], "e_tot_ha": -749.66894, "smiles": "C=C(CCC)NC.O.O.O.O.O.O", "homo_energy_ev": -9.207, "spin_multiplicity": 1, "total_charge": 0}